Arrangement one

{"formula": "C3H7N2S2", "method": "ωB97M-V/def2-TZVPD", "total_charge": 1, "e_homo_ev": -13.47, "gap_ev": 7.74, "symbols": ["C", "C", "C", "N", "N", "S", "S", "H", "H", "H", "H", "H", "H", "H"], "coordinates": [[1.299, -0.475, 1.239], [0.086, 1.087, -0.150], [-0.833, 0.207, -0.996], [0.223, -0.496, 1.933], [1.311, 0.417, 0.115], [-0.157, -1.193, -1.598], [-2.399, 0.752, -1.032], [2.262, -0.995, 1.424], [0.369, 2.102, -0.576], [-0.311, 1.294, 0.941], [0.311, -1.239, 2.639], [2.177, 0.626, -0.267], [-1.421, -1.888, -1.908], [-2.915, -0.200, -1.764]]}

***

Arrangement two

{"formula": "C3H7N2S2", "method": "ωB97M-V/def2-TZVPD", "total_charge": 1, "e_homo_ev": [-13.46, -13.70], "gap_ev": [5.63, 6.09], "symbols": ["C", "C", "C", "N", "N", "S", "S", "H", "H", "H", "H", "H", "H", "H"], "coordinates": [[1.564, -1.150, -0.092], [2.890, -1.110, -0.007], [0.548, -0.168, 0.341], [-0.705, -0.463, 0.061], [-2.705, 1.457, -0.078], [3.857, 0.202, 0.416], [0.891, 1.371, 0.876], [1.112, -1.999, -0.435], [3.794, -1.820, -0.164], [-1.460, 0.263, 0.154], [-1.051, -1.283, -0.396], [-3.613, 0.905, 0.091], [-2.318, 1.414, -1.032], [-2.804, 2.380, 0.265]]}

***

Calculated relative energies: arrangement one 0.0000; arrangement two 0.0549, given in hartree

***

Arrangement one

{"formula": "C2H2N2O2S", "method": "ωB97M-V/def2-TZVPD", "e_homo_ev": -10.68, "gap_ev": 8.77, "symbols": ["C", "C", "N", "N", "O", "O", "S", "H", "H"], "coordinates": [[0.093, 1.595, 0.209], [-0.268, -0.264, -0.301], [0.258, 2.661, 0.583], [1.007, -0.804, -0.343], [1.589, -0.893, -1.431], [1.429, -1.140, 0.735], [-1.121, -0.894, 1.085], [-0.876, -0.099, -1.284], [-2.111, -0.162, 0.747]]}

***

Arrangement two

{"formula": "C2H2N2O2S", "method": "ωB97M-V/def2-TZVPD", "e_homo_ev": [-10.57, -8.36], "gap_ev": [9.39, 6.62], "symbols": ["C", "C", "N", "N", "O", "O", "S", "H", "H"], "coordinates": [[0.627, 1.100, -0.467], [-0.158, 1.402, 0.606], [1.404, 0.876, -1.259], [-0.214, -1.602, -0.950], [-0.283, -1.799, -2.105], [-0.048, -2.252, 0.051], [-0.601, 0.461, 1.937], [-0.415, 2.551, 0.639], [-0.313, -0.737, 1.547]]}

***

Calculated relative energies: arrangement one 0.0128; arrangement two 0.0000, given in hartree

***

Arrangement one

{"formula": "C31H23CrN5O2S", "method": "ωB97M-V/def2-TZVPD", "spin_multiplicity": 4, "total_charge": 1, "e_homo_ev": [-10.34, -10.34], "gap_ev": [6.47, 5.96], "symbols": ["Cr", "O", "C", "O", "C", "C", "C", "N", "C", "C", "C", "C", "C", "C", "C", "N", "C", "C", "C", "C", "C", "N", "H", "H", "H", "H", "H", "H", "H", "H", "H", "H", "N", "C", "C", "C", "C", "C", "C", "C", "C", "N", "C", "H", "H", "H", "H", "H", "H", "H", "H", "S", "C", "C", "C", "C", "C", "C", "H", "H", "H", "H", "H"], "coordinates": [[-0.103, -0.467, 0.903], [-5.318, 2.104, -2.582], [-4.802, 1.009, -2.850], [-4.852, 0.260, -3.837], [-3.797, 0.528, -1.775], [-3.567, 1.295, -0.632], [-2.564, 0.902, 0.228], [-1.816, -0.158, -0.072], [-2.170, -1.036, -1.015], [-3.149, -0.704, -1.922], [-1.535, -2.360, -0.758], [-1.797, -3.492, -1.497], [-1.267, -4.705, -1.072], [-0.498, -4.747, 0.076], [-0.252, -3.566, 0.761], [-0.752, -2.399, 0.353], [-2.269, 1.377, 1.610], [-2.933, 2.420, 2.217], [-2.675, 2.686, 3.558], [-1.763, 1.904, 4.240], [-1.110, 0.886, 3.561], [-1.355, 0.622, 2.278], [-4.207, 2.156, -0.480], [-3.469, -1.335, -2.743], [-2.424, -3.429, -2.376], [-1.467, -5.609, -1.631], [-0.083, -5.673, 0.446], [0.371, -3.531, 1.645], [-3.654, 3.000, 1.658], [-3.194, 3.491, 4.060], [-1.544, 2.073, 5.285], [-0.361, 0.265, 4.036], [0.724, 1.501, 0.649], [0.672, 1.769, -0.771], [0.408, 2.971, -1.349], [0.410, 3.084, -2.763], [0.721, 2.016, -3.552], [0.991, 0.753, -2.964], [1.325, -0.416, -3.685], [1.549, -1.587, -3.013], [1.351, -1.628, -1.623], [1.009, -0.568, -0.922], [0.905, 0.633, -1.573], [0.376, 2.288, 1.186], [1.693, 1.339, 0.935], [0.212, 3.844, -0.738], [0.182, 4.041, -3.211], [0.756, 2.115, -4.629], [1.407, -0.372, -4.764], [1.834, -2.491, -3.532], [1.455, -2.559, -1.077], [1.453, -1.113, 2.462], [3.108, -0.496, 2.239], [3.957, -0.523, 3.342], [5.255, -0.048, 3.231], [5.724, 0.463, 2.028], [4.883, 0.491, 0.928], [3.583, 0.010, 1.029], [3.597, -0.915, 4.284], [5.906, -0.076, 4.095], [6.737, 0.831, 1.950], [5.240, 0.877, -0.019], [2.951, 0.001, 0.154]]}

***

Arrangement two

{"formula": "C31H23CrN5O2S", "method": "ωB97M-V/def2-TZVPD", "spin_multiplicity": 4, "total_charge": 1, "e_homo_ev": [-10.39, -10.39], "gap_ev": [6.49, 5.95], "symbols": ["Cr", "O", "C", "O", "C", "C", "C", "N", "C", "C", "C", "C", "C", "C", "C", "N", "C", "C", "C", "C", "C", "N", "H", "H", "H", "H", "H", "H", "H", "H", "H", "H", "N", "C", "C", "C", "C", "C", "C", "C", "C", "N", "C", "H", "H", "H", "H", "H", "H", "H", "H", "S", "C", "C", "C", "C", "C", "C", "H", "H", "H", "H", "H"], "coordinates": [[0.261, 0.723, -0.132], [3.377, -5.009, 1.649], [2.802, -4.275, 2.463], [2.767, -4.208, 3.700], [1.956, -3.159, 1.780], [1.924, -3.054, 0.389], [1.291, -1.965, -0.168], [0.784, -1.018, 0.623], [0.578, -1.225, 1.929], [1.198, -2.278, 2.559], [-0.509, -0.333, 2.429], [-1.026, -0.388, 3.703], [-2.141, 0.384, 4.008], [-2.707, 1.177, 3.027], [-2.128, 1.200, 1.768], [-1.049, 0.472, 1.473], [0.894, -1.726, -1.586], [1.224, -2.562, -2.628], [0.682, -2.313, -3.885], [-0.162, -1.233, -4.055], [-0.435, -0.416, -2.967], [0.075, -0.652, -1.758], [2.384, -3.849, -0.186], [1.125, -2.479, 3.621], [-0.574, -1.040, 4.439], [-2.569, 0.351, 5.002], [-3.584, 1.777, 3.222], [-2.514, 1.818, 0.968], [1.874, -3.408, -2.452], [0.911, -2.968, -4.715], [-0.609, -1.013, -5.013], [-1.069, 0.456, -3.051], [2.134, 1.135, -1.179], [3.150, 0.966, -0.164], [4.378, 0.415, -0.356], [5.288, 0.329, 0.728], [4.966, 0.840, 1.951], [3.684, 1.406, 2.169], [3.251, 1.957, 3.397], [1.983, 2.459, 3.501], [1.103, 2.333, 2.413], [1.456, 1.788, 1.267], [2.764, 1.407, 1.115], [2.402, 0.667, -2.038], [2.018, 2.128, -1.391], [4.668, 0.051, -1.334], [6.253, -0.130, 0.568], [5.675, 0.811, 2.768], [3.930, 1.980, 4.240], [1.630, 2.918, 4.413], [0.076, 2.670, 2.494], [-0.895, 2.419, -1.157], [-0.187, 4.023, -1.421], [-0.828, 4.882, -2.310], [-0.312, 6.149, -2.539], [0.842, 6.571, -1.891], [1.480, 5.717, -1.005], [0.969, 4.448, -0.768], [-1.727, 4.551, -2.813], [-0.817, 6.812, -3.230], [1.238, 7.561, -2.073], [2.377, 6.041, -0.492], [1.457, 3.791, -0.058]]}

***

Calculated relative energies: arrangement one 0.0000; arrangement two 0.0029, given in hartree

***

Arrangement one

{"formula": "C4H8O2", "method": "ωB97M-V/def2-TZVPD", "spin_multiplicity": 2, "total_charge": 1, "e_homo_ev": [-14.60, -14.60], "gap_ev": [8.27, 6.56], "symbols": ["C", "C", "O", "C", "C", "H", "H", "H", "H", "H", "H", "H", "H", "O"], "coordinates": [[-1.625, 0.454, -1.609], [-0.628, 0.242, -0.692], [0.087, -0.949, -0.627], [-0.522, 1.149, 0.384], [-0.181, 0.756, 1.660], [-2.000, -0.298, -2.269], [-2.028, 1.450, -1.628], [0.257, -1.301, -1.531], [-0.850, 2.165, 0.198], [0.670, 0.095, 1.779], [-0.855, 0.835, 2.519], [1.893, -1.213, 0.430], [3.076, -1.618, 1.125], [2.706, -1.767, 0.260]]}

***

Arrangement two

{"formula": "C4H8O2", "method": "ωB97M-V/def2-TZVPD", "spin_multiplicity": 2, "total_charge": 1, "e_homo_ev": [-14.53, -14.53], "gap_ev": [8.11, 6.47], "symbols": ["C", "C", "O", "C", "C", "H", "H", "H", "H", "H", "H", "H", "H", "O"], "coordinates": [[-0.428, 0.263, -2.277], [-0.166, 0.030, -0.951], [-1.101, 0.364, 0.084], [1.164, -0.285, -0.587], [1.751, 0.177, 0.563], [-1.270, 0.786, -2.636], [0.301, -0.130, -2.949], [-2.059, 0.171, -0.216], [1.758, -0.801, -1.326], [1.195, 0.071, 1.484], [2.582, 0.904, 0.577], [-0.963, -0.330, 2.050], [-1.074, -0.636, 3.430], [-1.689, -0.584, 2.755]]}

***

Calculated relative energies: arrangement one 0.0000; arrangement two 0.0175, given in hartree

***

Arrangement one

{"formula": "C9H17N3O5", "method": "ωB97M-V/def2-TZVPD", "e_homo_ev": -9.08, "gap_ev": 9.46, "symbols": ["C", "C", "O", "C", "N", "C", "O", "N", "C", "C", "C", "C", "N", "O", "C", "O", "O", "H", "H", "H", "H", "H", "H", "H", "H", "H", "H", "H", "H", "H", "H", "H", "H", "H"], "coordinates": [[-1.401, 2.651, 1.470], [-0.012, 2.085, 1.087], [0.536, 0.863, 1.546], [0.313, 2.264, -0.491], [-0.253, 3.368, -1.204], [0.173, 1.052, -1.411], [0.578, 1.183, -2.526], [-0.455, -0.095, -0.817], [-0.395, -1.450, -1.371], [0.114, -2.498, -0.292], [1.437, -1.946, 0.158], [1.550, -2.315, 1.682], [2.776, -2.172, 2.254], [0.585, -2.672, 2.332], [-1.790, -1.853, -1.961], [-1.921, -2.999, -2.433], [-2.811, -1.081, -1.819], [-1.685, 3.543, 0.966], [-1.367, 2.623, 2.566], [-2.262, 1.959, 1.210], [0.814, 2.880, 1.433], [0.282, 0.131, 1.052], [1.325, 2.384, -0.678], [0.018, 4.195, -0.655], [-1.187, 3.343, -1.736], [-1.238, 0.041, -0.168], [0.336, -1.543, -2.165], [0.257, -3.480, -0.669], [-0.601, -2.669, 0.448], [2.148, -1.990, -0.628], [1.606, -0.835, 0.180], [2.814, -2.284, 3.221], [3.346, -1.456, 1.778], [-3.630, -1.227, -2.359]]}

***

Arrangement two

{"formula": "C9H17N3O5", "method": "ωB97M-V/def2-TZVPD", "e_homo_ev": -9.00, "gap_ev": 9.29, "symbols": ["C", "C", "O", "C", "N", "C", "O", "N", "C", "C", "C", "C", "N", "O", "C", "O", "O", "H", "H", "H", "H", "H", "H", "H", "H", "H", "H", "H", "H", "H", "H", "H", "H", "H"], "coordinates": [[0.163, 1.419, -3.907], [0.019, 1.127, -2.412], [-0.187, 2.299, -1.606], [-1.136, 0.069, -1.996], [-2.421, 0.808, -1.612], [-0.828, -0.623, -0.620], [-1.183, -1.748, -0.287], [-0.352, 0.213, 0.345], [-0.381, -0.101, 1.687], [0.936, -1.112, 2.326], [1.304, -2.366, 1.347], [1.613, -1.700, 0.038], [1.203, -2.502, -1.054], [2.153, -0.561, -0.311], [-0.215, 1.064, 2.707], [0.199, 0.797, 3.864], [-0.510, 2.395, 2.403], [0.275, 0.314, -4.208], [1.187, 1.778, -3.984], [-0.624, 1.831, -4.418], [1.033, 0.846, -2.051], [-1.104, 2.451, -1.914], [-1.346, -0.707, -2.900], [-2.713, 0.333, -0.571], [-3.292, 0.804, -2.393], [-0.097, 1.187, 0.260], [-1.240, -0.640, 2.140], [0.314, -1.366, 3.352], [1.807, -0.435, 2.475], [0.333, -2.948, 0.936], [2.130, -2.894, 1.715], [0.579, -3.492, -0.712], [1.116, -2.027, -2.096], [0.014, 3.234, 3.077]]}

***

Calculated relative energies: arrangement one 0.0000; arrangement two 0.1445, given in hartree

***

Arrangement one

{"formula": "C5H16N3S", "method": "ωB97M-V/def2-TZVPD", "total_charge": 1, "e_homo_ev": -13.25, "gap_ev": 9.16, "symbols": ["C", "C", "C", "C", "C", "N", "N", "N", "S", "H", "H", "H", "H", "H", "H", "H", "H", "H", "H", "H", "H", "H", "H", "H", "H"], "coordinates": [[-1.885, 1.120, -0.536], [-1.499, -1.499, -0.626], [-1.234, -0.133, 1.602], [2.793, -0.420, 0.920], [-1.166, -0.093, 0.079], [1.230, -0.128, -1.610], [0.954, 1.861, 0.362], [3.590, -0.080, -0.054], [0.710, 0.093, -0.231], [-2.502, 0.815, -1.458], [-2.631, 1.343, 0.190], [-1.345, 1.958, -0.740], [-2.573, -1.582, -0.647], [-0.966, -2.420, -0.271], [-1.342, -1.474, -1.680], [-0.516, 0.710, 1.926], [-2.302, 0.071, 2.009], [-0.918, -0.973, 2.108], [2.742, 0.330, 1.696], [2.507, -1.376, 1.290], [0.734, 0.289, -2.329], [1.208, 2.480, -0.319], [3.772, 0.837, -0.322], [3.604, -0.734, -0.860], [0.067, 2.227, 0.824]]}

***

Arrangement two

{"formula": "C5H16N3S", "method": "ωB97M-V/def2-TZVPD", "total_charge": 1, "e_homo_ev": -11.78, "gap_ev": 8.80, "symbols": ["C", "C", "N", "N", "N", "H", "H", "H", "H", "H", "H", "H", "H", "C", "C", "C", "S", "H", "H", "H", "H", "H", "H", "H", "H"], "coordinates": [[0.143, 2.880, 0.685], [-1.553, 1.124, 0.595], [-0.904, 2.056, -0.093], [-2.849, 0.745, 0.080], [-1.113, 0.597, 1.761], [-1.221, 2.456, -1.057], [-3.417, 0.025, 0.492], [-3.035, 0.890, -0.969], [-1.590, -0.298, 2.216], [-0.050, 0.651, 1.856], [-0.326, 3.742, 1.221], [0.859, 3.420, -0.128], [0.819, 2.327, 1.376], [1.261, -2.294, -1.190], [-0.117, -2.921, -1.491], [2.245, -0.065, 0.475], [0.838, -0.638, -0.572], [1.815, -2.773, -0.368], [1.732, -2.391, -2.169], [0.092, -3.563, -2.459], [-0.992, -2.319, -1.712], [2.648, -0.867, 1.243], [1.992, 0.767, 1.081], [3.145, 0.056, -0.123], [-0.423, -3.608, -0.751]]}

***

Calculated relative energies: arrangement one 0.0949; arrangement two 0.0000, given in hartree